(1)
DFT (ωB97M-V/def2-TZVPD) results for an isolated molecule of C4H4O at a distorted geometry.

Results
electronic energy: -6253.667 eV
ΔE to the lowest compared entry with this formula, charge and spin: 131.7 kcal per mole
multiplicity: 1
LUMO energy: -0.3 eV
Kohn-Sham gap: 8.207 eV

Positions of all 9 atoms, in Å:
C (-1.569, 0.354, -0.176)
C (-0.281, 0.328, 0.560)
O (0.166, -0.980, 0.652)
C (1.325, -0.480, 0.178)
C (2.410, -0.406, -0.357)
H (-1.305, 0.420, -1.246)
H (-2.128, 1.260, 0.071)
H (-2.167, -0.552, -0.027)
H (3.352, -0.145, -0.780)


(2)
DFT (ωB97M-V/def2-TZVPD) results for a structure of composition C48H44BrFMgN2OP2Se2.

Results
electronic energy: -282997.345 eV
ΔE to the lowest compared entry with this formula, charge and spin: 0.0 kcal per mole
multiplicity: 1
LUMO energy: 0.2 eV
Kohn-Sham gap: 7.856 eV

Positions of all 102 atoms, in Å:
Mg (-0.392, 0.636, -0.275)
Se (1.151, -0.291, 1.717)
P (0.425, 1.255, 3.048)
Se (-1.298, 2.261, 2.295)
C (1.796, 2.426, 3.341)
C (3.119, 1.996, 3.271)
C (4.156, 2.896, 3.457)
C (3.880, 4.234, 3.705)
C (2.564, 4.665, 3.771)
C (1.525, 3.765, 3.587)
C (0.114, 0.502, 4.682)
C (-1.155, 0.529, 5.244)
C (-1.386, -0.077, 6.472)
C (-0.352, -0.710, 7.141)
C (0.919, -0.740, 6.582)
C (1.150, -0.140, 5.358)
H (3.339, 0.964, 3.029)
H (5.182, 2.555, 3.396)
H (4.688, 4.940, 3.837)
H (2.343, 5.708, 3.953)
H (0.496, 4.102, 3.613)
H (-1.958, 1.026, 4.715)
H (-2.378, -0.054, 6.903)
H (-0.533, -1.182, 8.099)
H (1.729, -1.235, 7.101)
H (2.140, -0.180, 4.923)
C (-5.740, 1.806, -0.640)
C (-4.902, 0.869, 0.179)
C (-5.380, 0.244, 1.326)
C (-4.557, -0.611, 2.031)
C (-3.259, -0.794, 1.572)
Br (-2.154, -2.003, 2.511)
N (-2.766, -0.199, 0.505)
C (-3.594, 0.599, -0.181)
H (-6.762, 1.439, -0.733)
H (-5.322, 1.928, -1.638)
H (-5.782, 2.792, -0.173)
H (-6.398, 0.410, 1.657)
H (-4.895, -1.130, 2.916)
H (-3.177, 1.043, -1.075)
C (4.163, 3.238, -0.975)
C (2.800, 2.571, -1.191)
C (1.828, 3.186, -0.191)
C (2.906, 1.049, -1.029)
C (4.064, 0.427, -1.823)
O (3.466, -0.648, -2.558)
C (2.130, -0.540, -2.388)
N (1.714, 0.320, -1.546)
C (1.388, -1.439, -3.322)
C (2.051, -1.713, -4.526)
C (1.499, -2.548, -5.478)
C (0.277, -3.155, -5.231)
C (-0.384, -2.890, -4.048)
C (0.139, -2.025, -3.088)
P (-0.846, -1.737, -1.560)
C (-0.708, -3.396, -0.796)
C (0.282, -3.551, 0.170)
C (0.517, -4.788, 0.750)
C (-0.245, -5.884, 0.377)
C (-1.231, -5.741, -0.589)
C (-1.458, -4.507, -1.177)
C (-2.543, -1.663, -2.239)
C (-3.624, -2.209, -1.550)
C (-4.922, -1.989, -1.983)
C (-5.160, -1.201, -3.100)
C (-4.091, -0.639, -3.784)
C (-2.793, -0.871, -3.358)
H (4.044, 4.321, -0.997)
H (4.907, 2.980, -1.726)
H (4.559, 2.973, 0.009)
H (2.451, 2.774, -2.210)
H (2.244, 3.129, 0.819)
H (0.850, 2.707, -0.188)
H (1.654, 4.237, -0.428)
H (2.990, 0.825, 0.040)
H (4.858, 0.017, -1.201)
H (4.494, 1.113, -2.553)
H (3.012, -1.260, -4.708)
H (2.026, -2.732, -6.403)
H (-0.161, -3.828, -5.956)
H (-1.343, -3.358, -3.868)
H (0.863, -2.695, 0.487)
H (1.286, -4.889, 1.504)
H (-0.072, -6.848, 0.836)
H (-1.825, -6.594, -0.889)
H (-2.225, -4.418, -1.934)
H (-3.457, -2.791, -0.653)
H (-5.749, -2.423, -1.437)
H (-6.173, -1.020, -3.432)
H (-4.266, -0.011, -4.647)
H (-1.971, -0.415, -3.896)
F (-2.208, 4.788, -4.638)
C (-1.833, 3.901, -3.679)
C (-1.067, 2.813, -4.037)
C (-0.691, 1.920, -3.037)
C (-1.062, 2.062, -1.693)
C (-1.832, 3.198, -1.409)
C (-2.223, 4.120, -2.374)
H (-0.774, 2.679, -5.070)
H (-0.067, 1.081, -3.333)
H (-2.143, 3.386, -0.384)
H (-2.808, 4.996, -2.130)


(3)
DFT (ωB97M-V/def2-TZVPD) results for a structure of composition C10H9AsCl2F6IrNO2S.

Results
electronic energy: -131955.467 eV
multiplicity: 2
LUMO energy (alpha / beta): -7.4 / -7.4 eV
charge: +1
Kohn-Sham gap (alpha / beta): 5.330 / 5.345 eV

Positions of all 33 atoms, in Å:
Ir (0.914, 0.091, -0.092)
C (1.329, 4.276, 0.876)
C (0.631, 3.048, 0.405)
O (1.334, 1.973, 0.342)
C (-0.743, 3.071, 0.034)
C (-1.500, 4.258, 0.126)
C (-2.804, 4.276, -0.268)
C (-3.407, 3.122, -0.795)
C (-2.695, 1.957, -0.933)
C (-1.365, 1.911, -0.508)
O (-0.744, 0.745, -0.670)
H (2.364, 4.039, 1.106)
H (0.838, 4.669, 1.767)
H (1.291, 5.050, 0.109)
H (-1.051, 5.161, 0.513)
H (-3.375, 5.189, -0.175)
H (-4.446, 3.148, -1.095)
H (-3.133, 1.043, -1.307)
S (-0.781, -4.112, 0.030)
C (-0.033, -2.772, -0.024)
N (0.543, -1.697, -0.073)
F (-1.915, -1.223, 0.667)
As (-3.508, -1.966, 0.451)
F (-4.037, -1.163, 1.874)
F (-3.979, -0.602, -0.523)
F (-5.013, -2.735, 0.209)
F (-2.841, -2.719, -0.990)
F (-2.894, -3.317, 1.373)
Cl (3.687, 1.614, -1.710)
C (4.441, 0.534, -0.584)
Cl (3.243, -0.549, 0.279)
H (4.951, 1.075, 0.204)
H (5.085, -0.163, -1.108)


(4)
DFT (ωB97M-V/def2-TZVPD) results for a cluster of 2 separate species, C3H11N2 in total at a distorted geometry.

Results
electronic energy: -6261.524 eV
ΔE to the lowest compared entry with this formula, charge and spin: 47.5 kcal per mole
multiplicity: 1
LUMO energy: -5.5 eV
charge: +1
Kohn-Sham gap: 8.117 eV

Positions of all 16 atoms, in Å:
C (1.803, 2.605, -0.344)
C (1.301, 3.919, 0.291)
H (2.802, 2.502, -0.744)
H (1.060, 2.399, -1.131)
H (1.563, 1.759, 0.304)
H (1.134, 4.678, -0.508)
H (0.370, 3.719, 0.818)
H (1.868, 4.272, 1.162)
N (-2.424, -2.584, -0.324)
C (-1.427, -3.456, -0.410)
N (-0.693, -3.814, 0.685)
H (-2.316, -1.757, -0.895)
H (-3.209, -2.750, 0.286)
H (-0.684, -3.429, -1.187)
H (0.002, -4.508, 0.446)
H (-1.151, -3.555, 1.551)


(5)
DFT (ωB97M-V/def2-TZVPD) results for an isolated molecule of C4H6BrNS at a distorted geometry.

Results
electronic energy: -86612.289 eV
ΔE to the lowest compared entry with this formula, charge and spin: 17.1 kcal per mole
multiplicity: 1
LUMO energy: 0.3 eV
Kohn-Sham gap: 9.391 eV

Positions of all 13 atoms, in Å:
C (-0.994, 1.604, 0.921)
C (-0.218, 0.490, 0.231)
N (0.633, 0.585, -0.681)
C (1.272, -0.523, -0.946)
Br (3.106, -0.300, 0.030)
C (0.613, -1.779, -0.456)
S (-0.459, -1.162, 0.814)
H (-0.857, 2.567, 0.356)
H (-0.737, 1.613, 1.906)
H (-1.990, 1.465, 0.729)
H (1.582, -0.634, -1.938)
H (0.008, -2.110, -1.315)
H (1.212, -2.717, -0.269)


(6)
DFT (ωB97M-V/def2-TZVPD) results for a cluster of 2 separate species, CHClS in total at a distorted geometry.

Results
electronic energy: -24407.853 eV
ΔE to the lowest compared entry with this formula, charge and spin: 26.7 kcal per mole
multiplicity: 1
LUMO energy (alpha / beta): -2.4 / -2.4 eV
Kohn-Sham gap (alpha / beta): 7.077 / 7.076 eV

Positions of all 4 atoms, in Å:
C (-0.501, 0.236, -0.104)
S (-0.163, 1.768, -0.053)
Cl (1.625, -1.317, -0.085)
H (-0.961, -0.687, 0.242)


(7)
DFT (ωB97M-V/def2-TZVPD) results for a structure of composition C5H6ClN at a distorted geometry.

Results
electronic energy: -19292.051 eV
ΔE to the lowest compared entry with this formula, charge and spin: 59.2 kcal per mole
multiplicity: 1
LUMO energy: 1.0 eV
Kohn-Sham gap: 10.147 eV

Positions of all 13 atoms, in Å:
C (0.801, -0.192, 0.004)
C (0.305, 1.226, 0.400)
C (-0.145, 0.166, -1.272)
C (-1.542, 0.214, -0.579)
C (-1.224, 0.881, 0.532)
H (1.871, -0.169, -0.268)
H (0.830, 1.878, 1.102)
H (1.257, 1.792, -1.363)
H (-0.156, -0.258, -2.277)
H (-2.484, -0.131, -1.027)
H (-1.929, 1.239, 1.285)
N (0.335, 1.558, -1.031)
Cl (0.536, -1.707, 0.897)


(8)
DFT (ωB97M-V/def2-TZVPD) results for a structure of composition C19H16AlBrN3O2S3 at a distorted geometry.

Results
electronic energy: -137673.012 eV
ΔE to the lowest compared entry with this formula, charge and spin: 0.0 kcal per mole
multiplicity: 1
LUMO energy: -3.1 eV
charge: +1
Kohn-Sham gap: 7.509 eV

Positions of all 45 atoms, in Å:
Al (0.327, 0.614, 0.310)
C (-1.727, -1.379, 1.971)
C (-1.102, -1.966, 0.748)
C (-1.532, -3.297, 0.319)
C (-1.066, -3.737, -0.875)
C (-0.256, -2.882, -1.773)
C (0.110, -3.351, -3.041)
C (0.894, -2.550, -3.796)
C (1.406, -1.396, -3.283)
C (1.059, -0.889, -2.051)
S (1.836, 0.523, -1.343)
C (0.124, -1.657, -1.263)
N (-0.301, -1.229, -0.002)
H (-2.415, -2.208, 2.281)
H (-2.386, -0.544, 1.809)
H (-0.965, -1.146, 2.747)
H (-2.151, -3.971, 0.986)
H (-1.236, -4.786, -0.981)
H (-0.210, -4.278, -3.470)
H (1.238, -2.929, -4.769)
H (1.973, -0.748, -3.925)
Br (2.772, -2.189, 0.587)
C (2.246, -1.285, 2.171)
C (2.855, -1.584, 3.412)
C (2.596, -0.745, 4.451)
C (1.590, 0.240, 4.359)
C (1.061, 0.454, 3.109)
N (1.315, -0.324, 2.054)
C (0.081, 1.550, 2.820)
O (-0.543, 2.028, 3.704)
O (-0.023, 1.790, 1.533)
H (3.601, -2.358, 3.514)
H (3.029, -1.067, 5.411)
H (1.328, 0.894, 5.218)
S (-1.637, 1.175, -1.075)
C (-1.353, 2.822, -1.570)
N (-2.295, 3.575, -2.111)
C (-1.820, 4.799, -2.740)
C (-0.612, 5.256, -1.877)
S (0.055, 3.683, -1.211)
H (-3.166, 3.144, -2.386)
H (-2.555, 5.609, -2.669)
H (-1.560, 4.639, -3.783)
H (-0.736, 5.937, -0.981)
H (0.152, 5.766, -2.544)


(9)
DFT (ωB97M-V/def2-TZVPD) results for a structure of composition C43H36F3NOP2PdS2 at a distorted geometry.

Results
electronic energy: -100591.306 eV
ΔE to the lowest compared entry with this formula, charge and spin: 0.0 kcal per mole
multiplicity: 3
LUMO energy (alpha / beta): 0.4 / -2.1 eV
Kohn-Sham gap (alpha / beta): 7.664 / 5.799 eV

Positions of all 89 atoms, in Å:
Pd (0.081, 0.686, 1.151)
C (-2.252, -1.022, -1.014)
N (-2.126, -0.206, -2.185)
C (-1.174, 0.867, -2.271)
P (0.352, 0.872, -1.183)
C (1.637, -0.185, -1.901)
C (2.928, 0.126, -1.469)
C (4.002, -0.614, -1.917)
C (3.795, -1.677, -2.784)
C (2.512, -2.006, -3.189)
C (1.428, -1.264, -2.750)
C (0.940, 2.499, -1.743)
C (1.255, 2.717, -3.082)
C (1.606, 3.983, -3.506)
C (1.635, 5.034, -2.603)
C (1.340, 4.816, -1.268)
C (1.003, 3.545, -0.833)
C (-2.790, -0.587, -3.347)
C (-3.117, -1.920, -3.609)
C (-3.796, -2.266, -4.762)
C (-4.168, -1.300, -5.681)
C (-3.839, 0.023, -5.437)
C (-3.157, 0.378, -4.290)
P (-2.158, -0.225, 0.687)
C (-2.344, -1.821, 1.542)
C (-3.562, -2.494, 1.593)
C (-3.624, -3.745, 2.173)
C (-2.476, -4.333, 2.681)
C (-1.262, -3.670, 2.621)
C (-1.195, -2.409, 2.060)
C (-3.719, 0.618, 1.052)
C (-4.188, 0.563, 2.366)
C (-5.227, 1.379, 2.766)
C (-5.793, 2.272, 1.869)
C (-5.303, 2.359, 0.576)
C (-4.266, 1.540, 0.166)
H (-1.438, -1.775, -0.951)
H (-3.212, -1.550, -1.063)
H (-1.632, 1.837, -1.989)
H (-0.827, 0.951, -3.311)
H (3.067, 0.945, -0.769)
H (5.000, -0.363, -1.591)
H (4.635, -2.257, -3.135)
H (2.353, -2.844, -3.850)
H (0.429, -1.525, -3.073)
H (1.224, 1.899, -3.788)
H (1.857, 4.153, -4.543)
H (1.878, 6.029, -2.945)
H (1.366, 5.637, -0.568)
H (0.785, 3.342, 0.215)
H (-2.823, -2.697, -2.920)
H (-4.026, -3.304, -4.951)
H (-4.707, -1.575, -6.575)
H (-4.124, 0.789, -6.144)
H (-2.930, 1.417, -4.108)
H (-4.451, -2.035, 1.180)
H (-4.568, -4.266, 2.230)
H (-2.528, -5.319, 3.116)
H (-0.371, -4.139, 3.010)
H (-0.244, -1.862, 2.012)
H (-3.725, -0.114, 3.071)
H (-5.580, 1.336, 3.786)
H (-6.598, 2.918, 2.185)
H (-5.709, 3.089, -0.107)
H (-3.880, 1.615, -0.841)
F (7.207, -4.296, 5.003)
C (7.029, -4.136, 3.683)
F (8.246, -3.846, 3.178)
F (6.724, -5.360, 3.200)
C (5.986, -3.117, 3.332)
C (5.593, -3.002, 2.001)
C (4.584, -2.131, 1.652)
C (3.950, -1.356, 2.632)
C (4.378, -1.455, 3.960)
C (5.388, -2.328, 4.308)
C (2.862, -0.524, 2.283)
C (1.885, 0.162, 2.024)
H (6.077, -3.609, 1.249)
H (4.265, -2.056, 0.622)
H (3.899, -0.854, 4.719)
H (5.707, -2.409, 5.335)
C (1.418, 5.306, 3.149)
O (0.835, 4.122, 2.631)
C (-0.426, 3.875, 2.956)
S (-1.354, 4.821, 3.943)
S (-1.165, 2.522, 2.258)
H (2.411, 5.372, 2.710)
H (1.484, 5.263, 4.241)
H (0.815, 6.175, 2.866)


(10)
DFT (ωB97M-V/def2-TZVPD) results for a structure of composition C24H30B3N2O28Pb at a distorted geometry.

Results
electronic energy: -92977.575 eV
multiplicity: 2
LUMO energy (alpha / beta): 3.5 / 3.5 eV
charge: -2
Kohn-Sham gap (alpha / beta): 4.075 / 8.199 eV

Positions of all 88 atoms, in Å:
Pb (-0.182, -0.185, -0.724)
O (0.433, -0.548, 1.847)
C (0.402, -0.645, 3.064)
O (-0.632, -1.015, 3.757)
B (-0.346, -0.915, 5.206)
O (1.057, -0.628, 5.201)
C (1.569, -0.421, 4.034)
O (2.699, -0.001, 3.747)
O (-0.499, -2.164, 5.996)
C (-1.256, -2.014, 6.917)
O (-1.485, -2.807, 7.876)
C (-1.800, -0.569, 6.926)
O (-1.221, 0.033, 5.908)
O (-2.536, -0.042, 7.747)
O (-4.543, 1.802, 2.167)
C (-3.527, 2.150, 2.729)
O (-3.395, 2.888, 3.832)
B (-2.001, 3.268, 4.117)
O (-1.242, 2.475, 3.124)
C (-2.026, 1.878, 2.207)
O (-1.678, 1.354, 1.104)
O (-1.820, 4.766, 4.135)
C (-1.459, 5.135, 5.425)
O (-1.294, 6.338, 5.747)
C (-1.445, 3.918, 6.276)
O (-1.790, 2.879, 5.518)
O (-1.225, 3.872, 7.504)
O (0.352, -1.119, -3.117)
C (0.988, -1.128, -4.172)
O (1.443, -2.194, -4.774)
B (2.180, -1.736, -5.932)
O (2.146, -0.231, -5.865)
C (1.384, 0.124, -4.845)
O (1.121, 1.248, -4.426)
O (1.658, -2.075, -7.290)
C (2.468, -2.910, -7.881)
O (2.212, -3.664, -8.865)
C (3.751, -2.971, -7.057)
O (3.545, -2.239, -5.991)
O (4.809, -3.611, -7.267)
C (2.346, 1.763, 0.986)
O (1.393, 1.751, -0.080)
C (0.996, 3.069, -0.440)
C (0.672, 3.059, -1.940)
N (-0.302, 1.982, -2.216)
C (-1.614, 2.503, -2.087)
C (-2.605, 1.418, -2.556)
O (-2.485, 0.210, -1.858)
C (-3.270, -0.865, -2.338)
H (3.243, 2.370, 0.863)
H (2.546, 0.708, 1.173)
H (1.894, 2.078, 1.927)
H (1.861, 3.694, -0.218)
H (0.136, 3.324, 0.180)
H (1.649, 2.883, -2.392)
H (0.301, 4.006, -2.332)
H (-0.157, 1.498, -3.090)
H (-1.755, 3.363, -2.741)
H (-1.686, 2.775, -1.034)
H (-2.384, 1.181, -3.597)
H (-3.671, 1.646, -2.529)
H (-3.304, -1.601, -1.535)
H (-2.915, -1.324, -3.261)
H (-4.302, -0.513, -2.322)
C (-3.009, -1.850, 1.335)
O (-1.850, -1.998, 0.474)
C (-1.320, -3.290, 0.432)
C (-0.241, -3.456, -0.629)
N (0.802, -2.529, -0.297)
C (2.052, -2.730, -1.001)
C (3.115, -1.699, -0.922)
O (2.594, -0.460, -1.350)
C (3.558, 0.385, -2.063)
H (-2.879, -1.883, 2.417)
H (-3.843, -2.479, 1.026)
H (-3.362, -0.854, 1.064)
H (-2.020, -4.086, 0.179)
H (-0.839, -3.381, 1.406)
H (-0.739, -3.342, -1.592)
H (0.065, -4.502, -0.590)
H (1.095, -2.820, 0.625)
H (1.828, -2.914, -2.052)
H (2.560, -3.634, -0.664)
H (3.921, -2.030, -1.576)
H (3.612, -1.633, 0.045)
H (3.233, 1.342, -2.470)
H (3.969, -0.047, -2.975)
H (4.294, 0.614, -1.292)


> What is the multiplicity in the ninth record?

3


> Number 9 is which compound?

C43H36F3NOP2PdS2


> Which value of electronic energy does entry 5 give?

-86612.289 eV